Computed, not measured: a molecular structure, C33H24Br3CeN4O7 in a non-equilibrium geometry, with ωB97M-V with the def2-TZVPD basis set.

## Properties
Multiplicity ... 1
Net charge ... +1
Relative energy (zero: lowest compared OMol25 entry of this formula, charge and spin) ... 116.8 kJ/mol

XYZ file:
```
72
Properties=species:S:1:pos:R:3:mulliken_charge:R:1
Ce -1.35988 -1.14387 -0.14938 0.634
O -3.98292 1.81092 -2.38425 -0.657
C -2.85337 2.51215 -2.71398 0.565
C -2.89396 3.04226 -4.05650 -0.508
C -1.87601 3.88042 -4.45114 -0.551
C -0.88443 4.25601 -3.58054 -0.668
C -0.82031 3.72954 -2.30743 -0.711
C -1.72950 2.71673 -1.89350 0.115
C -1.68518 2.09909 -0.58609 -0.139
O -1.97854 0.74444 -0.64765 -0.204
N -0.38464 2.23157 0.11971 0.094
N 0.68606 1.45599 -0.12646 -0.179
C 0.76699 0.72357 -1.20350 -0.836
C 1.92846 -0.23824 -1.23819 0.671
Br 1.30847 -2.10375 -1.47629 -0.215
C 3.22181 -0.09358 -1.26347 -1.000
C 3.91302 1.24012 -1.28498 0.741
C 5.14694 1.44435 -0.65988 -0.419
C 5.81280 2.66340 -0.68156 -0.435
C 5.20165 3.74725 -1.29525 -0.618
C 3.95059 3.53321 -1.90498 -0.535
C 3.27524 2.32849 -1.88592 -0.393
H -3.73753 0.96981 -1.99508 0.273
H -3.64017 2.65148 -4.71733 0.471
H -1.88959 4.24075 -5.43276 0.462
H -0.09998 4.91333 -3.79092 0.499
H 0.02991 3.98642 -1.65658 0.438
H -2.35568 2.54872 0.09594 0.739
H -0.32791 2.63644 1.05313 0.266
H 0.15604 0.81836 -2.11816 0.564
H 3.86369 -0.97363 -1.20154 0.402
H 5.75944 0.61691 -0.20182 0.271
H 6.77065 2.70144 -0.18510 0.404
H 5.60533 4.74229 -1.27063 0.400
H 3.51799 4.33655 -2.47072 0.415
H 2.33974 2.15448 -2.38987 0.519
C -2.36537 -3.45069 2.85897 -1.402
C -2.07507 -4.19146 1.56986 0.988
C -1.68898 -5.56247 1.56478 -0.948
C -1.59028 -6.28266 0.37873 -0.812
C -1.78588 -5.52536 -0.86571 0.678
C -1.72200 -6.07266 -2.18101 0.014
Br -1.49796 -7.92411 -2.42464 -0.174
C -1.74583 -5.27630 -3.27969 -0.282
C -1.99339 -3.94372 -3.14949 -0.366
Br -1.83153 -2.75288 -4.57552 -0.089
C -2.21398 -3.35958 -1.89140 0.057
O -2.42913 -2.00146 -1.71577 -0.443
C -2.03540 -4.09916 -0.74094 0.758
N -2.10322 -3.46528 0.48688 -0.091
H -1.54313 -3.38685 3.59025 0.310
H -3.24054 -3.80753 3.40962 0.458
H -2.62879 -2.45003 2.59662 0.254
H -1.58965 -6.04902 2.55227 0.415
H -1.20492 -7.28058 0.44623 0.436
H -1.70080 -5.67991 -4.32036 0.382
O -1.52941 -0.39519 2.03992 -0.606
C -0.30342 -0.67973 2.36106 1.305
O 0.41203 -1.39151 1.59143 -0.750
C 0.30697 0.05593 3.52526 0.231
C 1.52497 -0.38206 4.06402 -0.708
C 2.07879 0.35316 5.11394 -0.654
C 1.52587 1.55872 5.53878 -0.693
C 0.33531 1.97762 4.84937 -0.124
C -0.35068 1.17393 3.97341 -0.127
N -0.27828 3.32723 5.09424 1.036
O 0.03168 3.93394 6.08053 -0.583
O -1.07812 3.67658 4.23989 -0.607
H 1.97908 -1.23878 3.65025 0.627
H 2.98306 0.04361 5.56219 0.476
H 1.88342 2.08572 6.41278 0.498
H -1.29064 1.53909 3.54592 0.662
```